[1]
The following is a DFT calculation (the ωB97M-V functional and the def2-TZVPD basis) of a structure of composition C5H12FO2Tl in a non-equilibrium geometry.

Kohn-Sham gap (alpha / beta) ... 7.8620 / 7.8613 eV
Highest occupied orbital energy (alpha / beta) ... -18.4589 / -18.4582 eV

Structure (ORCA input):
```
! wB97M-V def2-TZVPD RIJCOSX def2/J DEFGRID3
* xyz 2 1
F -0.516 -1.969 -0.938
C -1.948 1.416 0.704
O -1.485 0.269 -0.011
C -2.374 -0.846 -0.007
C -1.931 -1.780 -1.098
H -1.246 2.251 0.580
H -2.921 1.685 0.282
H -2.012 1.155 1.767
H -3.399 -0.514 -0.223
H -2.334 -1.324 0.982
H -2.051 -1.351 -2.098
H -2.400 -2.764 -1.020
Tl 0.423 -0.154 -0.543
C 3.608 1.057 -0.424
O 2.936 0.961 0.794
C 2.029 -0.139 0.858
H 4.163 2.003 -0.440
H 4.319 0.222 -0.564
H 2.903 1.049 -1.282
H 1.634 -0.137 1.888
H 2.600 -1.090 0.791
*
```


[2]
The following is a DFT calculation (the ωB97M-V functional and the def2-TZVPD basis) of an isolated molecule of C5H12INO2S in a non-equilibrium geometry.

Kohn-Sham gap ... 9.7806 eV
Highest occupied orbital energy ... -9.4453 eV

Structure (ORCA input):
```
! wB97M-V def2-TZVPD RIJCOSX def2/J DEFGRID3
* xyz 0 1
C -0.970 2.306 -1.124
C -0.665 0.261 1.493
C 1.275 -2.317 0.741
C -0.677 0.842 -1.214
C -1.199 0.011 0.036
N 0.522 -2.128 -0.570
O -1.666 -2.524 0.692
O -1.635 -1.892 -1.727
S -1.088 -1.723 -0.383
I -3.318 0.150 0.133
H -0.472 2.531 -2.134
H -0.657 2.780 -0.153
H -2.026 2.542 -1.198
H 0.277 0.725 1.645
H -0.611 -0.656 2.020
H -1.342 0.992 2.052
H 0.586 -1.785 1.422
H 1.430 -3.368 0.891
H 2.220 -1.863 0.660
H 0.398 0.641 -1.243
H -1.248 0.395 -2.089
H 0.715 -2.870 -1.249
*
```


What are the ΔE to the lowest compared entry with this formula, charge and spin values for these records? In order: 0.244, 0.000 eV.